# 1
Formula: C14H14N2O3
Source: the Open Molecules 2025 dataset
Level of theory: ωB97M-V with the def2-TZVPD basis set

The charge is 0. For the HOMO-LUMO gap, the calculation gives 7.86 eV. Its energy above the lowest of the compared OMol25 structures with the same formula, charge and spin is 5.589 eV. The HOMO energy is -8.613 eV.

Each line ends with the natural charge from an NBO analysis.
Positions of all 33 atoms, in Å:
H1 5.23593 -1.04417 3.37311  0.19
H2 0.35978 -3.89720 0.73062  0.19
C1 -4.87961 0.81385 -2.22961  -0.01
O1 2.24485 -0.80292 1.13502  -0.65
C2 4.33347 -0.73156 2.84484  -0.07
C3 -1.20605 0.28089 -2.18589  -0.10
C4 2.55310 -1.79703 1.74401  0.98
O2 1.91974 -2.96960 1.66366  -0.49
H3 0.88937 2.90244 -0.95299  0.23
C5 -4.95676 2.22111 -1.69207  0.00
C6 0.75965 -2.89004 0.84638  -0.26
C7 -0.06798 2.39164 -1.25809  -0.21
C8 3.57584 0.26787 3.69818  -0.64
C9 0.06214 0.96244 -1.81394  -0.17
H4 -5.83162 0.26627 -2.47923  0.21
H5 2.67466 0.62095 3.19437  0.23
H6 1.04387 0.42898 -1.92553  0.25
C10 -1.22752 -2.41456 -2.75186  -0.23
O3 3.56347 -1.91893 2.61783  -0.49
H7 -1.46081 4.07059 -0.73087  0.24
C11 -1.14866 -1.18971 -2.72106  -0.03
H8 4.20121 1.13363 3.92367  0.22
H9 -1.27512 -3.53244 -2.67461  0.25
H10 4.65103 -0.29458 1.89450  0.19
H11 3.25517 -0.19422 4.63490  0.21
H12 0.00318 -2.26999 1.33129  0.19
C12 -2.58523 0.91456 -2.04901  0.19
N1 -3.69390 0.15174 -2.43571  -0.37
C13 -2.70396 2.30406 -1.52021  0.09
H13 -5.99053 2.67604 -1.58816  0.21
C14 -1.40403 3.01593 -1.13880  -0.20
H14 1.00030 -2.49768 -0.14284  0.20
N2 -3.89499 3.02162 -1.34190  -0.36



# 2
Formula: C25H46N7O4PS
Source: the Open Molecules 2025 dataset
Level of theory: ωB97M-V with the def2-TZVPD basis set

The charge is 0. For the HOMO-LUMO gap, the calculation gives 8.87 eV. The HOMO energy is -8.560 eV.

Each line ends with the Löwdin charge.
Positions of all 84 atoms, in Å:
O1 2.13244 -0.66464 5.70734  -0.18
N1 -1.87433 -5.14699 -0.62487  0.18
H1 -2.47511 -7.45244 1.43844  0.10
H2 8.51895 2.36215 -1.48587  0.12
C1 -0.87793 4.05805 -6.17848  -0.23
H3 -4.77534 1.98015 3.30730  0.11
C2 -1.89906 3.20388 -8.25891  -0.26
H4 -0.26585 2.31040 -7.14785  0.12
H5 -2.15693 -9.51450 0.11823  0.11
N2 -0.64119 4.99617 -5.58749  0.18
H6 1.47008 4.36829 -2.18265  0.11
H7 -3.69773 -7.54910 0.17273  0.12
H8 -4.29634 1.95107 0.88384  0.11
C3 5.72320 2.16538 -1.66186  -0.11
C4 -2.48644 2.98614 0.99878  -0.21
N3 0.24424 0.68491 6.93434  -0.04
O2 -1.21411 -1.21253 7.04559  0.05
H9 -0.81412 3.75050 -1.43011  0.02
H10 -3.69814 4.14638 -8.99859  0.07
C5 -1.83973 -8.56241 -0.31064  -0.26
C6 -4.01546 2.65830 2.91413  -0.26
C7 -2.20081 -6.12418 -0.15326  -0.25
H11 8.62862 4.09851 -1.77838  0.11
H12 -2.08601 2.28551 -8.81827  0.11
C8 7.75719 3.56762 0.04380  -0.25
C9 -3.48268 2.08647 1.59669  -0.18
H13 -1.23943 3.82252 -8.87026  0.11
H14 5.43535 2.31938 -0.62060  0.08
H15 4.81039 2.15133 -2.25125  0.02
H16 -2.26545 -4.66443 3.80724  0.07
H17 0.84380 -2.83880 2.56249  0.13
H18 -2.90327 -4.95386 2.19766  0.07
C10 -1.09150 -3.76100 2.22533  -0.25
H19 6.19367 1.18339 -1.74591  0.08
N4 -0.20122 -3.08391 5.49086  0.21
H20 0.27549 4.72600 -3.41490  0.07
C11 6.66095 3.26461 -2.15047  -0.26
C12 -0.01223 -3.32375 4.40052  -0.14
H21 -1.66820 -7.69119 -2.29698  0.07
N5 -1.71626 3.68053 0.54070  0.17
H22 -3.06550 4.89343 -7.53901  0.07
H23 -1.63264 -2.81352 2.27000  0.12
H24 -1.47568 -5.83910 2.74270  0.07
S1 3.03972 0.88063 8.04754  0.25
C13 -3.21775 3.93794 -8.04273  -0.11
H25 -1.82828 2.20133 -6.33489  0.12
H26 6.15786 4.23015 -2.06377  0.11
C14 -0.26755 3.10941 -2.11703  -0.12
O3 -1.56880 0.40151 5.64345  0.15
C15 -1.98265 -4.87247 2.77340  -0.11
H27 6.87423 3.10851 -3.21016  0.11
C16 0.23249 -3.63410 2.98844  -0.15
H28 0.88511 -1.24082 8.80004  0.07
H29 -3.35172 3.22563 4.89063  0.08
C17 -2.03136 -8.60389 -1.82270  -0.11
H30 -0.87358 -3.95286 1.17994  0.07
P1 1.68600 -0.19909 7.17515  0.10
H31 0.80121 -4.56307 2.93140  0.13
C18 0.77150 3.91423 -2.88938  -0.26
N6 7.57857 3.77140 1.14435  0.15
N7 2.84566 1.14886 -2.71993  0.16
C19 1.54800 3.07166 -3.90525  -0.19
H32 0.00929 1.23576 7.75249  0.11
H33 0.86835 2.63360 -4.63581  0.09
H34 0.19582 2.31936 -1.52275  0.07
H35 -0.98890 2.64851 -2.79948  0.07
H36 1.94868 0.08425 5.12344  0.09
H37 2.26661 3.69113 -4.44320  0.12
C20 -2.92376 2.84902 3.96123  -0.11
H38 -3.01605 1.11497 1.76454  0.12
C21 -1.19465 2.84510 -6.94652  -0.18
C22 -2.62954 -7.43422 0.36144  -0.18
H39 -1.47734 -9.43761 -2.25370  0.07
H40 -2.17448 3.57109 3.63143  0.07
H41 -3.08466 -8.72831 -2.08146  0.08
H42 -3.90591 3.34017 -7.44182  0.08
H43 -2.42035 1.90769 4.17932  0.04
H44 -0.89089 -1.95556 6.44010  0.03
C23 7.98781 3.30926 -1.38464  -0.19
C24 2.27855 1.98454 -3.23658  -0.23
H45 -0.77724 -8.44834 -0.08646  0.11
C25 -0.90488 -0.05815 6.48148  -0.67
H46 -4.50739 3.61512 2.72550  0.11
O4 1.41657 -1.52708 8.05086  -0.20



# 3
Formula: C30H23ClF4N4O4S2Ti
Source: the Open Molecules 2025 dataset
Level of theory: ωB97M-V with the def2-TZVPD basis set

The charge is +2. For the HOMO-LUMO gap, the calculation gives 5.64 eV. Its energy above the lowest of the compared OMol25 structures with the same formula, charge and spin is 0.123 eV. The HOMO energy is -13.203 eV.

Each line ends with the natural charge from an NBO analysis.
Positions of all 69 atoms, in Å:
C1 -4.61513 -4.18713 0.31905  -0.22
C2 1.14598 0.81415 -2.72868  -0.41
O1 0.24876 -2.59789 1.19028  -0.78
C3 0.99142 1.95095 0.06833  0.10
S1 -6.65240 -2.65902 0.27681  0.48
C4 -2.22823 0.36337 0.05390  0.21
H1 3.61218 -0.23053 -1.39671  0.22
O2 0.02035 -2.84965 -1.05552  -0.83
H2 -5.01308 2.30307 0.29061  0.25
O3 1.88217 -3.89775 0.01931  -0.71
C5 2.99411 -1.11171 -1.22274  -0.25
H3 -0.88651 4.73712 0.28710  0.25
H4 -5.69599 -6.11542 0.38082  0.25
H5 2.59785 -1.15597 -3.34443  0.24
H6 2.01617 1.61108 0.05342  0.22
C6 1.96704 -0.35211 2.30540  0.33
C7 -0.21938 -1.06940 -3.25050  -0.42
O4 -0.29530 -4.77460 0.34110  -0.68
C8 -4.48154 -0.39360 0.22637  -0.08
C9 -1.24773 1.39383 0.03683  0.12
H7 3.66073 -1.96098 -1.08933  0.26
C10 2.79991 -0.64008 1.23053  0.01
C11 4.16612 -0.58038 1.48965  0.32
S2 1.55128 5.97055 0.25604  0.50
C12 -4.04370 -1.70716 0.19275  -0.08
C13 3.20955 6.31108 0.40893  -0.37
C14 1.82711 4.27340 0.27430  -0.30
C15 2.07668 -1.39171 -2.41612  -0.24
C16 -6.91256 -4.33771 0.30447  -0.37
N1 0.82719 -0.57438 -2.30359  -0.47
C17 -5.74489 -5.03736 0.34447  -0.25
H8 0.14307 -0.97433 -4.27485  0.23
C18 3.16735 4.00870 0.37712  -0.21
Cl1 0.50103 -3.63880 0.15426  2.53
F1 5.06244 -0.83229 0.53354  -0.28
F2 5.94030 -0.23223 2.94495  -0.27
C19 0.71988 3.31892 0.18574  0.01
H9 -1.11199 -0.45553 -3.14043  0.22
H10 4.15914 0.23706 4.79068  0.28
H11 -3.32857 4.07785 0.28070  0.25
H12 1.96698 1.22092 -2.14817  0.22
C20 -3.03331 3.03823 0.21539  -0.19
H13 1.44020 0.79194 -3.77827  0.23
C21 -2.65763 -1.90694 0.08885  0.14
N2 -1.77431 -0.91768 0.01146  -0.56
C22 2.41672 -0.04316 3.56377  0.36
H14 -7.91996 -4.72489 0.30561  0.26
H15 -5.54049 -0.17885 0.31863  0.25
H16 -3.60044 -4.56448 0.34556  0.22
C23 -4.94277 -2.85733 0.25970  -0.21
C24 -3.57571 0.67338 0.16201  -0.08
C25 -0.61423 3.69030 0.20091  -0.11
H17 0.27233 1.45203 -2.62240  0.22
C26 4.62989 -0.26953 2.76025  0.37
F3 1.53283 0.22042 4.51784  -0.27
N3 2.17666 -0.90513 -0.00470  -0.63
F4 0.62102 -0.34541 2.05675  -0.29
H18 1.79958 -2.43907 -2.44581  0.24
C27 3.96241 5.17736 0.45752  -0.25
Ti1 0.33844 -1.02821 -0.21804  1.78
C28 3.77441 -0.00144 3.80827  -0.29
C29 -1.62865 2.72769 0.14240  0.01
H19 3.59222 3.01303 0.41682  0.21
N4 0.05473 1.01203 -0.03647  -0.53
H20 3.54818 7.33523 0.45172  0.27
H21 -0.46097 -2.10893 -3.06394  0.24
C30 -3.96026 2.06022 0.22326  -0.14
H22 -2.26696 -2.91344 0.06256  0.22
H23 5.03827 5.17830 0.55394  0.25



# 4
Formula: C6H14O2
Source: the Open Molecules 2025 dataset
Level of theory: ωB97M-V with the def2-TZVPD basis set

The charge is 0. For the HOMO-LUMO gap, the calculation gives 5.17 eV. Its energy above the lowest of the compared OMol25 structures with the same formula, charge and spin is 7.188 eV. The HOMO energy is -7.811 eV.

Each line ends with the natural charge from an NBO analysis.
Positions of all 22 atoms, in Å:
C1 0.47130 -0.86526 0.22381  0.09
H1 -0.14890 0.90219 -0.71932  0.31
H2 -1.52262 -0.45061 -1.95724  0.21
C2 1.64272 -1.06648 -0.58410  -0.30
C3 -1.74633 -0.41414 -0.88881  -0.32
H3 -1.83571 -1.50799 -0.71134  0.18
C4 2.30560 -2.20713 -0.83630  -0.27
H4 -2.73984 1.30138 -0.16088  0.29
H5 -3.68989 0.31701 -1.32245  0.21
O1 -1.17272 2.24481 0.08206  -1.07
H6 0.27604 -1.78580 0.79175  0.19
H7 -0.59803 2.99640 0.29174  0.44
C5 -0.52088 0.09540 -0.08250  -0.56
H8 2.14207 -0.10954 -0.78153  0.23
H9 1.79486 -3.09750 -0.48575  0.20
O2 2.40629 0.95715 2.03108  -0.93
H10 3.27327 -2.14396 -1.30277  0.23
H11 1.91002 1.33272 2.73864  0.48
H12 -0.86152 0.62672 0.82810  0.36
C6 -3.01895 0.28750 -0.47793  -0.65
H13 -3.42838 -0.20509 0.40591  0.20
H14 1.83625 0.33491 1.55897  0.46



What did we get for total energy? Answer: -876.95808; -2404.02902; -4181.80244; -387.24336 hartree, in the order shown.